# 1
The following is a DFT calculation (the ωB97M-V functional and the def2-TZVPD basis) of 5 unconnected molecules or ions with the total composition C2H14N2O4 in a non-equilibrium geometry.

```
22
Properties=species:S:1:pos:R:3:lowdin_charge:R:1
C -1.5747 -1.3621 -1.1736 -0.149
N -1.1564 -0.0405 -1.1477 0.004
C -1.6287 0.5582 0.1846 -0.218
N -1.0964 0.0667 1.4942 0.174
H -0.9971 -1.9133 -2.0429 0.124
H -2.6517 -1.3339 -1.4198 0.107
H -1.5424 -1.8937 -0.1764 0.120
H -0.0969 0.1669 -1.0448 0.106
H -1.3168 1.6366 0.1036 0.146
H -2.7458 0.5354 0.2390 0.129
H 2.1095 -1.9381 -1.9577 0.026
H 1.4110 -1.3652 -0.4076 -0.071
O 1.2377 -1.5119 -1.7409 -0.223
H 1.0442 2.5232 2.5932 0.012
H 2.2769 -1.9508 0.9559 0.034
O 1.4917 -1.4633 0.6584 -0.134
H -0.7162 0.8524 2.1368 0.092
H 0.9339 1.9170 0.5760 -0.047
O 0.5266 2.0907 1.8974 -0.224
H -0.1601 -0.3941 1.3079 0.077
H 2.0451 1.9701 -0.6157 0.044
O 1.1687 1.6130 -0.4072 -0.129
```

Results
- Energy above the lowest of the compared OMol25 structures with the same formula, charge and spin: 944.5 kJ/mol
- Total charge: 0
- HOMO energy: -9.019 eV
- Orbital gap: 3.64 eV
- Max |F|: 6.6 eV/A

# 2
The following is a DFT calculation (the ωB97M-V functional and the def2-TZVPD basis) of 2 unconnected molecules or ions with the total composition C5H7N in a non-equilibrium geometry.

```
13
Properties=species:S:1:pos:R:3:lowdin_charge:R:1
C 2.0452 0.5515 -0.4256 0.089
C 1.4883 -0.3777 0.1397 -0.214
C 1.0690 -1.7533 0.4125 -0.108
H 2.4571 1.5053 -0.4131 0.008
H -0.0273 -1.9214 0.4401 0.073
H 1.4564 -1.8340 1.4173 0.065
H 1.6940 -2.5172 -0.1544 0.110
C -1.6189 1.1242 0.2513 -0.076
C -2.2828 -0.0326 -0.1876 -0.331
N -2.7579 -1.0190 -0.4858 0.140
H -2.0195 2.0010 -0.3769 0.122
H -0.5125 1.1706 -0.0422 0.082
H -1.8073 1.1732 1.2382 0.041
```

Results
- Energy above the lowest of the compared OMol25 structures with the same formula, charge and spin: 301.1 kJ/mol
- Total charge: 0
- SMILES string: C#CC.CC#N
- HOMO energy: -10.208 eV
- Orbital gap: 10.97 eV
- Max |F|: 5.8 eV/A